(1)
A molecular structure, C13H24FInO3P. Source: OMol25; level of theory: ωB97M-V/def2-TZVPD.

Output
- Total charge: -1
- HOMO-LUMO gap: 7.2258 eV
- Total energy: -1366.85812 hartree
- Highest occupied orbital energy: -4.700 eV

Each line ends with the Löwdin charge.
Geometry (Å):
C (0.77353, -1.32166, 2.29480)  -0.06
C (0.09662, -2.28885, 1.35682)  -0.29
O (-1.32751, -2.06172, 1.38979)  -0.22
P (-2.30312, -2.31301, 0.14979)  0.46
O (-3.67331, -2.59491, 0.59721)  -0.29
C (-1.60313, -3.62731, -0.87601)  -0.22
C (-0.52955, -3.28513, -1.94267)  -0.33
C (0.84049, -3.97583, -1.73511)  -0.36
In (2.58312, -2.62660, -1.31900)  0.22
O (-2.21837, -0.98481, -0.73490)  -0.21
C (-1.34543, 0.12578, -0.48920)  -0.26
C (-1.81145, 0.97414, 0.68705)  -0.07
H (1.85065, -1.37705, 2.13729)  0.07
H (0.46068, -0.30072, 2.07271)  0.06
H (0.53626, -1.54494, 3.33577)  0.08
H (0.26659, -3.32097, 1.67179)  0.12
H (0.47956, -2.16899, 0.34390)  0.02
H (-1.20686, -4.38449, -0.19471)  0.09
H (-2.50313, -4.05454, -1.32551)  0.09
H (-0.42821, -2.19942, -2.00702)  0.06
H (-0.93583, -3.58956, -2.91198)  0.09
H (1.09777, -4.54539, -2.63032)  0.01
H (0.78452, -4.68858, -0.90790)  0.01
H (1.91845, -0.98476, -1.11581)  -0.12
H (3.34525, -3.13102, 0.21894)  -0.15
H (3.77718, -2.69285, -2.62508)  -0.17
H (-1.36419, 0.70429, -1.41083)  0.11
H (-0.31926, -0.22360, -0.37142)  0.07
H (-0.96175, 1.49257, 1.13633)  0.06
H (-2.53379, 1.72851, 0.37274)  0.07
H (-2.26808, 0.35200, 1.45453)  0.07
F (0.02867, 2.93505, -1.39762)  0.07
C (0.36989, 3.92672, -0.55883)  -0.29
C (1.13435, 3.61846, 0.54983)  -0.01
C (1.48069, 4.64441, 1.41658)  -0.08
C (1.06651, 5.94676, 1.16950)  -0.11
C (0.30136, 6.22557, 0.04544)  -0.09
C (-0.05469, 5.21189, -0.83309)  -0.02
H (1.44838, 2.59640, 0.71366)  0.12
H (2.08031, 4.42186, 2.28966)  0.10
H (1.34046, 6.74168, 1.85044)  0.10
H (-0.02376, 7.23907, -0.15179)  0.10
H (-0.64988, 5.40155, -1.71577)  0.12

***

(2)
A molecular structure, C13H24HgN2OS. Source: OMol25; level of theory: ωB97M-V/def2-TZVPD.

Output
- Total charge: +1
- <S²>: 0.7557
- HOMO-LUMO gap (alpha / beta): 8.9185 / 6.6571 eV
- Total energy: -1245.82320 hartree
- Highest occupied orbital energy (alpha / beta): -11.256 / -12.017 eV
- Spin multiplicity: 2
- ΔE to the lowest compared entry with this formula, charge and spin: 0.000 eV

Each line ends with the natural charge from an NBO analysis.
Geometry (Å):
Hg (1.08910, 0.19488, 1.20408)  0.72
C (-0.95070, -2.09552, -0.27557)  -0.43
N (0.46289, -1.98237, 0.14601)  -0.48
C (0.78670, -3.01841, 1.14010)  -0.43
C (1.36583, -2.06358, -1.01741)  -0.25
C (2.79199, -1.62598, -0.71753)  -0.25
N (2.93177, -0.20882, -0.38657)  -0.48
C (2.69608, 0.66973, -1.53232)  -0.45
C (4.20885, 0.08334, 0.25551)  -0.42
H (-1.12879, -3.08293, -0.71255)  0.20
H (-1.18327, -1.32881, -1.01310)  0.23
H (-1.60022, -1.97003, 0.59006)  0.22
H (0.70739, -4.00665, 0.67886)  0.20
H (0.09311, -2.95629, 1.97632)  0.22
H (1.79521, -2.87690, 1.52508)  0.20
H (0.93809, -1.46479, -1.82383)  0.23
H (1.39915, -3.10140, -1.36496)  0.21
H (3.40625, -1.86465, -1.59625)  0.21
H (3.20565, -2.19528, 0.11833)  0.21
H (3.43330, 0.49133, -2.32570)  0.20
H (2.78778, 1.70689, -1.21118)  0.22
H (1.69910, 0.51584, -1.94399)  0.23
H (5.05054, -0.09969, -0.42428)  0.20
H (4.33408, -0.54429, 1.13679)  0.21
H (4.22997, 1.12948, 0.55604)  0.22
C (-1.09578, 3.80267, -0.70520)  -0.81
S (-0.71031, 2.05165, -0.53109)  1.23
O (-0.75563, 1.45197, -1.88412)  -0.98
C (-2.18757, 1.54478, 0.34638)  -0.20
C (-2.22273, 1.64168, 1.72935)  -0.26
C (-3.37179, 1.25199, 2.40190)  -0.20
C (-4.45866, 0.76489, 1.68884)  -0.18
C (-4.40482, 0.66310, 0.30400)  -0.19
C (-3.26353, 1.05572, -0.37810)  -0.24
H (-2.04648, 3.89388, -1.22835)  0.25
H (-0.29339, 4.25612, -1.28339)  0.25
H (-1.15469, 4.25124, 0.28539)  0.24
H (-1.36738, 2.02181, 2.27784)  0.22
H (-3.41637, 1.32385, 3.48006)  0.23
H (-5.35381, 0.46178, 2.21500)  0.23
H (-5.25484, 0.28020, -0.24442)  0.23
H (-3.19203, 0.97759, -1.45604)  0.25

***

Question: Among the records above, which one has the highest total charge?
Answer: C13H24HgN2OS

***

Question: The highest total energy belongs to which entry?
Answer: C13H24HgN2OS